This record from the OMol25 dataset describes 5 unconnected molecules or ions with the total composition C13H29BBr8O. The level of theory is ωB97M-V/def2-TZVPD.

Structure (XYZ):
```
52
Properties=species:S:1:pos:R:3:forces:R:3
B -3.239513 1.910678 -2.096833 0.069 -0.150 0.010
C -2.808057 0.417102 -2.131730 0.052 0.010 0.130
C -2.573878 -0.250628 -0.754783 -0.059 0.005 -0.058
C -1.117218 -0.668360 -0.522297 0.009 0.122 -0.025
C -0.208163 0.476942 -0.045935 -0.012 -0.238 -0.102
O -0.605964 1.753582 -0.509066 0.052 0.198 0.108
C 0.060082 2.209697 -1.667695 0.080 -0.011 -0.192
H -3.912149 2.302072 -1.190612 0.019 0.069 -0.019
H -2.974512 2.648647 -2.998980 -0.033 0.043 0.030
H -3.654886 -0.079660 -2.639009 0.030 0.075 -0.015
H -1.953821 0.257371 -2.798466 -0.086 -0.074 0.009
H -2.891506 0.449913 0.023268 0.063 -0.119 0.088
H -3.208816 -1.132949 -0.644023 0.067 0.015 -0.050
H -0.707357 -1.092924 -1.444357 -0.093 -0.035 0.011
H -1.086230 -1.466280 0.227437 0.077 0.039 -0.036
H -0.200112 0.524440 1.048429 -0.148 0.080 -0.027
H 0.822521 0.284502 -0.368106 -0.002 -0.036 0.099
H -0.438183 1.879452 -2.583388 0.024 -0.007 0.018
H 0.057959 3.301420 -1.647576 -0.046 -0.051 0.001
H 1.098911 1.860643 -1.708817 -0.023 0.026 0.068
Br -3.350371 -2.528020 2.382985 -0.018 0.038 0.033
C -2.437252 -1.027729 3.210204 0.015 -0.063 -0.043
C -3.379828 -0.149807 3.990363 -0.009 0.043 -0.058
Br -4.479597 0.917363 2.800982 -0.077 0.024 0.038
H -1.956005 -0.477704 2.407054 0.053 -0.010 -0.011
H -1.678059 -1.457366 3.861308 -0.014 0.018 0.016
H -2.821600 0.557425 4.599722 0.017 -0.007 -0.009
H -4.052747 -0.726273 4.617436 0.007 0.006 0.014
Br 3.724703 1.957158 -3.872485 -0.032 -0.002 -0.018
C 3.334273 3.086599 -5.405333 0.039 -0.029 0.053
C 2.049126 3.850800 -5.220572 -0.049 -0.015 0.001
Br 0.489850 2.711791 -5.431768 0.005 0.015 0.016
H 3.299345 2.437497 -6.274561 0.010 0.011 -0.012
H 4.173810 3.772275 -5.493434 -0.015 0.022 0.009
H 1.953431 4.630401 -5.972515 0.026 -0.019 -0.025
H 1.983375 4.289476 -4.229563 -0.005 0.029 -0.012
Br 5.478823 -1.128173 2.293154 -0.018 0.015 -0.015
C 4.915923 0.626799 1.680817 0.024 -0.029 0.012
C 3.621065 0.578014 0.912465 0.004 -0.007 -0.044
Br 3.846955 -0.218898 -0.844745 -0.026 -0.028 0.014
H 5.729044 1.016635 1.076544 -0.008 0.032 0.005
H 4.798632 1.236013 2.574038 -0.018 -0.011 0.007
H 3.249688 1.586408 0.741756 0.003 0.004 -0.013
H 2.863754 -0.009509 1.422690 -0.007 0.008 0.023
Br 0.362547 -3.393084 2.088878 0.036 -0.013 0.013
C -0.100580 -4.307502 3.739491 0.014 0.030 -0.013
C -0.232773 -5.798478 3.557312 -0.064 0.029 -0.009
Br -1.870855 -6.275754 2.631982 0.054 -0.034 -0.032
H -1.031283 -3.866168 4.086525 -0.003 -0.010 0.006
H 0.702163 -4.082894 4.438265 0.006 -0.019 -0.003
H -0.285404 -6.284946 4.528618 -0.001 0.007 0.005
H 0.589067 -6.215453 2.983947 0.011 0.006 0.007
```
Forces are in eV/Å.

Properties
**Total charge**: 0
**Gap between HOMO and LUMO**: 9.94 eV
**E_tot**: -21204.87844 Eh
**SMILES string**: BCCCCOC.BrCCBr.BrCCBr.BrCCBr.BrCCBr
**HOMO level**: -0.350 Eh


This record from the OMol25 dataset describes a molecular structure, C13H29Br2GeKO4. The level of theory is ωB97M-V/def2-TZVPD.

Structure (XYZ):
```
50
Properties=species:S:1:pos:R:3:forces:R:3
K -0.521405 -0.107502 -1.622818 0.091 0.039 -0.530
C -3.219733 1.741985 -0.298832 -0.085 0.029 0.040
C -3.722993 1.248190 -1.642954 0.003 0.113 0.157
O -3.303669 -0.071856 -1.927648 0.078 -0.050 0.078
C -4.054566 -1.102374 -1.319865 -0.030 -0.064 -0.017
C -3.113029 -2.210843 -0.907757 -0.072 0.085 0.067
O -2.308659 -1.686789 0.134425 -0.010 0.031 0.051
C -1.157098 -2.424623 0.475169 -0.033 0.052 0.030
C -0.424738 -1.615852 1.532739 -0.003 -0.072 0.055
O -0.211042 -0.278769 1.104050 -0.027 0.013 -0.060
C -1.105970 0.657409 1.694530 -0.043 0.123 0.109
C -1.157495 1.950714 0.900984 0.061 -0.011 0.202
O -1.810869 1.861958 -0.348447 0.007 -0.223 -0.079
H -3.526529 1.044863 0.489164 0.009 -0.005 -0.010
H -3.673226 2.717891 -0.079700 0.026 -0.009 0.003
H -3.314951 1.870014 -2.439901 -0.027 0.019 -0.007
H -4.816269 1.331023 -1.649314 0.017 -0.029 -0.108
H -4.801921 -1.486562 -2.023013 0.017 0.000 0.007
H -4.575481 -0.740042 -0.427349 -0.012 0.000 0.004
H -2.495972 -2.515907 -1.761846 -0.002 -0.015 -0.004
H -3.687260 -3.073940 -0.551212 0.045 -0.041 -0.062
H -0.524874 -2.589347 -0.410766 -0.009 0.007 0.034
H -1.408393 -3.412755 0.882930 -0.007 0.017 -0.036
H 0.546201 -2.072021 1.737396 -0.004 0.008 0.001
H -1.007500 -1.622793 2.458018 0.029 -0.006 0.013
H -0.758103 0.907932 2.705993 -0.007 -0.050 -0.007
H -2.100843 0.214544 1.777645 0.003 0.004 0.000
H -0.140644 2.280996 0.680922 0.002 0.019 -0.005
H -1.633930 2.706795 1.538924 -0.009 0.027 -0.070
Br 2.271545 1.557078 -1.506414 0.034 0.067 0.044
C 0.359260 1.172220 -3.958806 -0.246 -0.179 -0.333
Br -0.826059 -0.365539 -4.817437 0.128 0.117 0.276
H 1.137122 1.171426 -4.732940 0.104 0.018 0.124
H -0.284248 2.015988 -4.253016 0.027 0.016 0.072
C 2.944882 0.270366 2.808621 0.023 -0.013 -0.034
Ge 3.773849 0.124797 1.040187 -0.038 -0.015 -0.022
C 3.023512 -1.414396 0.098476 0.102 0.023 0.048
C 5.712443 -0.069148 1.201509 -0.044 -0.020 0.040
C 3.415787 1.803080 0.067303 -0.073 -0.084 0.031
H 3.150443 -0.609123 3.418280 0.019 -0.036 0.010
H 1.865378 0.368058 2.697303 -0.050 0.009 -0.016
H 3.320538 1.145600 3.337012 0.015 0.037 0.032
H 3.221696 -2.321477 0.671218 -0.016 -0.037 -0.005
H 3.468426 -1.519533 -0.889430 -0.006 -0.003 -0.033
H 1.948720 -1.291211 -0.017791 -0.034 0.012 -0.004
H 5.965859 -0.982167 1.738537 0.018 -0.038 0.023
H 6.142102 0.774140 1.741814 0.006 0.023 0.003
H 6.170110 -0.115325 0.214244 0.015 0.006 -0.038
H 4.343625 2.251802 -0.277150 -0.012 0.035 -0.048
H 2.905971 2.511027 0.717012 0.022 0.050 -0.022
```
Forces are in eV/Å.

Properties
**Total charge**: 0
**Gap between HOMO and LUMO**: 6.21 eV
**E_tot**: -8638.48345 Eh
**HOMO level**: -0.228 Eh


This record from the OMol25 dataset describes a gas-phase ion, C13H29Br2NOPS (charge -1) in a non-equilibrium geometry. The level of theory is ωB97M-V/def2-TZVPD.

Structure (XYZ):
```
48
Properties=species:S:1:pos:R:3:forces:R:3
C 0.691699 3.651542 2.151856 1.332 -0.399 -0.944
C 0.487184 2.195847 2.873830 -0.015 0.781 0.658
C -1.027257 1.527531 2.614056 1.162 1.641 1.262
C -0.883680 0.022237 2.117211 -0.252 -1.420 2.995
C -1.390632 -0.605850 0.758133 -0.687 -2.524 1.636
P -0.776446 -0.123654 -0.982815 -0.275 2.519 0.435
N -0.412729 0.445810 -2.633987 0.737 -1.009 -1.866
S -2.778082 -0.391240 -1.864698 -2.688 -0.568 -0.893
C -1.207124 1.762867 -0.726625 -1.202 2.506 0.086
C -2.805038 2.070809 -0.435142 0.561 2.464 1.344
C 1.004059 0.042609 -0.355980 3.206 1.007 0.766
C 1.729898 -1.220088 0.362588 2.046 0.573 1.948
C 3.287904 -1.517900 -0.192214 -1.611 -1.059 -1.208
O 4.209386 -1.883406 0.904124 0.149 -1.352 -1.877
C -0.614834 -1.962118 -1.576340 4.185 -3.104 -3.389
Br -2.017623 -3.399996 -1.123894 1.435 0.803 -0.038
C 0.422058 -2.533367 -2.464927 -3.439 -0.925 1.791
C 0.429409 -4.150908 -2.909763 0.526 0.667 0.562
Br 1.885872 -1.510149 -3.313927 -1.080 -0.898 0.569
H 1.481619 4.319180 2.749789 -1.985 -1.295 -1.198
H -0.294260 4.223505 1.888590 1.840 -1.048 0.844
H 1.226492 3.432034 1.107013 -1.240 0.597 2.119
H 0.653679 2.349233 4.042477 -0.421 -0.383 -2.407
H 1.363133 1.508083 2.520658 -1.775 1.093 0.579
H -1.526019 1.589287 3.700200 0.880 -0.412 -2.448
H -1.591833 2.312076 1.978126 0.774 -1.786 0.730
H 0.208419 -0.324368 2.466159 -2.257 0.776 -1.297
H -1.533837 -0.593278 2.929130 1.318 1.248 -1.749
H -2.577216 -0.711716 0.852005 2.643 0.381 -0.417
H -1.002076 -1.734347 0.883564 -1.038 2.295 -0.215
H 0.398247 1.089220 -2.697766 -1.166 -0.589 0.101
H -1.252626 0.775686 -3.154020 1.288 -0.141 0.666
H -3.656362 -0.986843 -0.976907 0.898 0.505 -0.542
H -0.515221 2.288250 0.047880 -1.435 -0.870 -0.931
H -1.022324 2.404551 -1.721546 -0.274 -1.470 2.311
H -3.323485 1.344981 0.316004 0.888 1.167 -1.748
H -3.433537 2.328383 -1.398865 1.323 -1.078 2.046
H -2.775875 3.116573 0.151256 -0.254 -1.839 -0.987
H 1.092889 0.934514 0.438871 -0.590 -1.955 -1.687
H 1.784117 0.420313 -1.182510 -1.900 -0.923 1.505
H 1.113192 -2.197504 0.504176 1.141 1.749 -0.759
H 2.014160 -0.906919 1.485043 -0.840 -0.558 -2.250
H 3.181941 -2.488957 -0.865325 0.407 2.265 0.967
H 3.694659 -0.595786 -0.833375 -0.865 -2.023 1.513
H 4.701438 -2.698174 0.542635 -1.133 2.045 1.022
H -0.563131 -4.468804 -3.451872 1.867 0.720 1.359
H 1.312439 -4.407544 -3.630402 -1.534 0.785 1.379
H 0.607352 -4.742207 -1.892476 -0.649 1.043 -2.341
```
Forces are in eV/Å.

Properties
**Total charge**: -1
**Gap between HOMO and LUMO**: 6.97 eV
**E_tot**: -6529.98514 Eh
**HOMO level**: -0.154 Eh


This record from the OMol25 dataset describes a molecular structure, C13H29ClIN2OP2SeSm in a non-equilibrium geometry. The level of theory is ωB97M-V/def2-TZVPD.

Structure (XYZ):
```
51
Properties=species:S:1:pos:R:3:forces:R:3
C 0.368000 0.791690 -7.475770 -0.001 -0.132 0.185
C 0.372760 1.513050 -6.159074 0.031 4.138 0.352
H 0.371353 1.551247 -8.258940 -0.005 0.027 0.156
H -0.526896 0.173721 -7.577489 0.123 -0.030 0.160
H 1.256903 0.165745 -7.580960 -0.121 -0.032 0.170
O 0.381509 2.702030 -5.951966 -0.024 -3.419 -0.753
I 0.361412 0.297051 -4.270791 -0.007 -0.633 0.088
Sm 0.382025 -0.256197 -0.485510 0.140 -1.282 -0.476
P 3.261257 -0.021391 -0.371930 1.584 -0.476 0.176
C 4.349585 1.106083 0.573419 0.081 0.530 0.245
C 4.068164 -1.624826 0.089119 -0.574 -0.228 0.087
H 5.155607 -1.555628 -0.072445 -0.417 0.073 -0.022
H 4.986098 -0.044122 -2.033045 -0.217 0.056 -0.163
H 3.653472 -2.440652 -0.523085 0.185 0.233 0.186
H 3.405003 -0.482376 -2.772281 0.133 -0.073 0.151
H 4.195326 1.062876 1.667266 -0.043 -0.132 -0.540
H 3.880535 -1.862985 1.147455 0.045 0.108 -0.333
C 3.912722 0.178702 -2.063948 -0.063 0.209 -0.163
H 5.392539 0.807866 0.363956 -0.435 0.170 0.078
H 3.758329 1.200517 -2.420928 0.087 -0.044 0.072
H 4.212463 2.151134 0.254868 0.055 -0.333 0.082
P -2.482344 0.049102 -0.348271 -1.821 -0.401 0.466
C -3.556354 1.166311 0.637645 0.023 0.674 0.158
C -3.193300 0.235645 -2.022952 0.142 0.178 -0.220
H -2.848966 -2.379020 -0.433136 -0.156 0.213 0.157
H -4.346130 -1.485589 -0.002148 0.391 0.019 0.024
H -3.072360 -1.789155 1.225947 0.001 0.235 -0.411
C -3.259263 -1.551988 0.165113 0.401 -0.321 -0.045
H -2.712573 -0.436896 -2.741539 -0.106 -0.018 0.183
H -4.268443 0.025931 -1.979947 0.209 0.016 -0.031
H -4.614276 0.912151 0.446988 0.475 0.020 0.047
H -3.407526 2.215905 0.334841 -0.034 -0.349 0.117
H -3.043969 1.254300 -2.394395 -0.037 -0.081 0.100
H -3.372794 1.103833 1.726891 0.033 -0.114 -0.538
Cl 0.384140 -2.500865 -1.619362 0.009 0.920 0.430
C 0.879586 1.482076 3.067894 0.573 0.464 -0.240
N -0.243009 0.740145 3.571867 -0.022 -0.993 -0.165
C -1.125482 1.189866 4.529282 -0.092 -0.589 -0.091
C -1.954590 0.159470 4.822072 0.654 -0.283 -0.617
N -1.545177 -0.918862 4.032147 0.825 0.548 -0.707
C -2.136217 -2.238542 4.073367 -0.702 -0.623 0.332
C -0.494955 -0.563072 3.239150 -0.784 0.975 1.248
Se 0.452885 -1.665829 2.025475 -0.321 0.445 0.065
H 0.672441 1.772003 2.022508 0.270 0.124 0.332
H 1.781884 0.854301 3.113431 -0.297 0.274 -0.080
H 1.036404 2.386829 3.680972 -0.143 -0.436 -0.398
H -1.048667 2.179859 4.932596 -0.093 0.141 0.061
H -2.770461 0.097810 5.516673 -0.062 -0.125 0.049
H -2.111372 -2.583675 5.113949 -0.039 -0.061 -0.313
H -3.180386 -2.156892 3.750868 0.178 -0.161 0.094
H -1.616876 -2.968700 3.434153 -0.032 0.579 0.251
```
Forces are in eV/Å.

Properties
**Total charge**: +2
**Gap between HOMO and LUMO (spin up / spin down)**: 6.72 / 8.33 eV
**E_tot**: -5197.04166 Eh
**HOMO level (spin up / spin down)**: -0.532 / -0.533 Eh
**2S+1**: 6


Among the records above, which one has the lowest total charge? C13H29Br2NOPS


What is the formula in the second record? C13H29Br2GeKO4


Among the records above, which one has the highest E_tot? C13H29ClIN2OP2SeSm